Entry one
DFT (ωB97M-V/def2-TZVPD) results for C15H30CrO19S as an isolated structure.

```
! RIJCOSX wB97M-V def2-TZVPD def2/J DEFGRID3
* xyz 0 5
Cr 0.472 0.915 -0.154
S 1.844 3.178 -0.204
O 1.418 2.254 -1.233
O -2.160 0.642 -3.781
O -1.352 1.518 1.063
O 1.544 -0.570 -1.630
O -2.562 1.438 3.013
O 3.267 -2.043 -2.026
O 1.339 2.413 0.948
O -3.080 3.010 1.487
O 1.141 4.440 -0.252
O 2.752 -0.633 3.086
O 2.814 -0.629 -3.555
O -0.933 1.282 -1.931
O 3.269 3.336 -0.176
O -1.349 2.655 -3.725
O -0.430 -2.901 0.131
O -1.135 -0.788 -0.359
O 1.003 -2.040 2.988
O -2.399 -2.309 0.933
O 1.110 -0.387 1.466
C -2.436 -0.740 -3.309
C 3.026 -2.760 -0.853
C -2.955 3.549 0.133
C 1.581 -2.789 4.042
C -1.367 -1.904 0.175
C 1.549 -0.949 2.490
C 2.052 0.387 -4.207
C -3.533 -1.519 1.169
C -1.715 0.410 3.582
C -1.454 1.518 -3.032
C 3.635 0.341 2.541
C -0.410 -4.127 0.764
C -2.246 1.921 1.788
C 2.510 -0.998 -2.316
C -0.642 3.754 -3.122
H 3.106 -2.111 0.019
H -1.985 -0.443 2.959
H 4.401 -0.012 1.851
H 0.971 0.264 -4.275
H -1.633 -1.273 -2.800
H -0.303 -3.924 1.829
H -3.793 -1.704 2.211
H 1.209 -2.371 4.978
H 1.203 -3.802 3.909
H 2.965 0.983 1.968
H 3.790 -3.537 -0.844
H -0.658 0.671 3.545
H -0.830 4.714 -3.603
H -1.412 -4.549 0.685
H -3.249 -0.591 -2.598
H 0.436 3.617 -3.031
H -3.555 4.455 0.048
H -0.948 3.914 -2.089
H 4.118 0.832 3.385
H 2.184 1.355 -3.724
H -1.943 0.182 4.623
H -3.303 2.806 -0.585
H -3.357 -0.448 1.075
H 2.671 -2.801 4.009
H -4.365 -1.854 0.549
H 0.323 -4.854 0.413
H 2.403 0.488 -5.234
H -1.904 3.760 -0.069
H -2.779 -1.391 -4.114
H 2.067 -3.249 -1.024
*
```

Output
Expectation value of S²   6.013
E_LUMO (spin up / spin down)   -0.0396 / -0.0402 eV
Orbital gap (spin up / spin down)   0.25973 / 0.27596 Ha



Entry two
DFT (ωB97M-V/def2-TZVPD) results for C15H30CrO19S as an isolated structure.

```
! RIJCOSX wB97M-V def2-TZVPD def2/J DEFGRID3
* xyz 0 5
Cr 0.559 -0.433 -0.251
S 1.315 -3.030 -0.367
O -3.670 -0.321 1.014
O -0.967 3.380 0.339
O 0.727 -4.326 -0.628
O 4.771 0.598 -0.911
O -1.365 -0.320 1.042
O -2.437 -0.562 -3.561
O 2.440 0.598 -0.669
O -0.100 1.598 -0.731
O -1.335 3.185 -1.692
O -1.171 -0.796 -1.709
O 2.462 -0.460 3.755
O 2.845 1.530 2.812
O 3.657 2.358 -1.533
O 2.666 -3.504 -0.111
O 0.735 -2.294 0.704
O 1.326 0.192 1.892
O -2.776 -2.431 -2.399
O 1.191 -2.053 -1.445
O -2.702 -1.824 2.271
C -2.619 -3.334 -1.348
C 3.491 1.144 -1.024
C 4.969 -0.735 -0.432
C -3.855 0.711 0.026
C -0.475 2.997 1.571
C 1.883 -1.712 3.728
C -1.080 2.739 -3.045
C 3.837 1.948 3.813
C 2.500 3.070 -1.797
C -2.078 -1.247 -2.455
C -2.489 -0.777 1.357
C -0.761 2.604 -0.687
C -3.188 -1.065 -4.626
C -3.951 -2.370 2.522
C 2.187 0.393 2.744
H -2.780 -4.381 -1.605
H -3.795 -0.253 -5.025
H 1.870 2.741 -2.623
H -4.124 1.716 0.350
H -2.867 0.976 -0.350
H 2.016 -2.295 4.639
H -1.006 3.624 2.288
H 4.792 1.649 3.381
H 3.929 3.023 3.971
H -1.862 3.181 -3.662
H -0.606 1.945 1.825
H 0.572 3.274 1.692
H -4.664 -1.575 2.740
H 5.039 -0.714 0.656
H -3.892 -1.861 -4.380
H 3.833 1.497 4.805
H 1.893 3.365 -0.940
H 2.875 4.044 -2.110
H -4.268 -2.970 1.669
H -4.356 0.301 -0.851
H -1.621 -3.300 -0.911
H -0.070 3.035 -3.329
H 5.876 -1.181 -0.840
H 0.832 -1.775 3.446
H 2.561 -2.210 3.035
H -3.262 -3.137 -0.490
H 4.058 -1.301 -0.622
H -2.425 -1.492 -5.276
H -3.907 -3.029 3.389
H -1.185 1.654 -3.040
*
```

Output
Expectation value of S²   6.012
E_LUMO (spin up / spin down)   0.1926 / 0.1921 eV
Orbital gap (spin up / spin down)   0.23664 / 0.23790 Ha



In terms of stability, entry one leads; the second structure lies 147.9 kJ/mol higher.